The following is a DFT calculation (ωB97M-V/def2-TZVPD) of a 2-piece molecular cluster, C4H12 overall.

Output
* largest force on an atom: 2.435 eV/Å
* ΔE to the lowest compared entry with this formula, charge and spin: 14.0 kcal/mol
* orbital gap: 12.38 eV

Last column: natural (NBO) charge in e.
Element x y z (Å)
C1 0.6230 -1.4514 1.9325  -0.60
C2 1.3453 -0.0893 2.0778  -0.62
H1 0.6122 -2.1031 2.7965  0.20
H2 -0.4062 -1.3234 1.5939  0.20
H3 1.2143 -1.9406 1.1552  0.20
H4 0.8803 0.5867 2.8035  0.20
H5 2.2289 -0.3196 2.6827  0.21
H6 1.4554 0.2748 1.0661  0.21
C3 -0.4354 1.2063 -2.3330  -0.62
C4 -1.5565 0.4215 -1.6715  -0.61
H7 -0.6126 1.4058 -3.4045  0.20
H8 -0.3722 2.2167 -1.9492  0.21
H9 0.4483 0.5705 -2.4022  0.21
H10 -2.3608 1.0847 -1.3582  0.21
H11 -1.8776 -0.4686 -2.2201  0.21
H12 -1.1866 -0.0709 -0.7695  0.20

Forces on the atoms, in the same order (eV/Å):
0.18 0.62 -0.63
-0.57 -1.35 1.95
0.11 0.14 0.37
0.05 -0.11 -0.12
-0.42 -0.45 -0.03
-0.62 0.25 -0.76
0.72 0.22 -1.04
0.54 0.68 0.24
-0.55 -0.46 -1.67
0.35 -0.47 0.59
-0.48 -0.21 0.21
0.79 -0.12 0.64
0.45 0.63 0.65
-0.32 -0.31 -0.27
-0.37 0.54 -0.47
0.14 0.40 0.34